(1)
10
Properties=species:S:1:pos:R:3:mulliken_spin:R:1 method="wB97M-V/def2-TZVPD" homo_energy_ev="-1.0 / -2.8" lumo_energy_ev="3.43 / 2.43" de_lowest_kj_mol=210.9 spin_multiplicity=3 orbital_gap_ev="4.394 / 5.179" energy_ev=-27805.75266 charge=-1
C -0.080 -0.639 -1.211 0.050
C 0.209 -0.282 -2.434 0.515
C 1.335 1.682 -0.942 0.604
N 0.143 -0.055 0.081 0.039
N 1.070 0.986 0.118 0.001
S 0.795 -0.560 -3.909 0.400
S 2.189 3.076 -0.892 0.388
H -0.882 -1.241 -1.118 0.000
H -0.638 0.370 0.579 -0.019
H 1.587 1.139 0.968 0.022



(2)
37
Properties=species:S:1:pos:R:3:mulliken_charge:R:1 method="wB97M-V/def2-TZVPD" homo_energy_ev=-8.5 lumo_energy_ev=-0.70 orbital_gap_ev=7.796 energy_ev=-29474.01250
H 4.670 2.688 0.214 0.270
N 4.613 1.689 -0.014 -0.702
C 3.673 1.552 -0.866 0.741
C 2.881 2.802 -1.292 -1.366
C 3.400 0.132 -1.398 -0.678
C 2.023 -0.303 -0.828 0.790
N 2.033 -0.948 0.323 -0.553
C 0.752 -1.222 0.717 0.048
C 0.569 -1.908 1.979 0.332
F 1.639 -2.262 2.722 -0.323
C -0.661 -2.203 2.497 -0.794
C -1.866 -1.836 1.771 0.041
N -3.130 -2.110 2.326 -0.551
C -1.737 -1.189 0.552 -0.059
N -2.905 -0.774 -0.196 -0.398
C -3.081 0.688 0.033 0.004
C -3.745 0.971 1.418 -1.245
C -0.428 -0.879 0.013 0.438
N -0.372 -0.247 -1.198 -0.329
C 0.843 0.030 -1.592 0.155
O 0.959 0.684 -2.825 -0.312
N 0.787 -0.209 -3.923 0.169
O 1.422 -1.179 -3.819 -0.234
H 2.451 3.341 -0.425 0.342
H 2.054 2.612 -1.996 0.277
H 3.560 3.520 -1.794 0.409
H 3.438 0.055 -2.495 0.351
H 4.145 -0.521 -0.912 0.309
H -0.764 -2.697 3.470 0.466
H -3.860 -1.667 1.779 0.209
H -3.271 -3.108 2.431 0.256
H -2.735 -0.943 -1.184 0.397
H -2.115 1.233 0.045 0.128
H -3.669 1.126 -0.797 0.458
H -3.004 0.696 2.196 0.287
H -3.935 2.049 1.542 0.413
H -4.638 0.335 1.527 0.252



(3)
114
Properties=species:S:1:pos:R:3:mulliken_charge:R:1 method="wB97M-V/def2-TZVPD" smiles="CCOC(C)=O.CCOC(C)=O.CCOC(C)=O.CCOC(C)=O.CCOC(C)=O.CCOC(C)=O.CC(C)=O.CC(C)=O.CC(C)=O" homo_energy_ev=-9.2 lumo_energy_ev=0.30 de_lowest_kj_mol=745.0 orbital_gap_ev=9.527 energy_ev=-65993.31573
C -0.723 1.166 3.732 -1.239
C -1.339 1.621 5.072 -0.569
O -1.537 2.998 5.172 -0.167
C -1.430 3.603 6.374 0.700
C -1.643 5.107 6.297 -0.812
O -1.363 3.064 7.488 -0.577
H -0.583 0.115 3.640 0.561
H 0.240 1.456 3.537 0.539
H -1.493 1.285 2.924 0.196
H -2.247 1.042 5.233 0.275
H -0.622 1.286 5.865 0.359
H -0.890 5.682 5.562 0.110
H -1.477 5.499 7.273 0.375
H -2.709 5.318 5.815 0.243
C 3.370 -4.663 1.464 -0.988
C 3.335 -3.680 2.719 -0.258
O 3.664 -2.312 2.131 -0.299
C 3.707 -1.375 3.075 0.659
C 3.823 0.051 2.451 -0.426
O 3.514 -1.424 4.296 -0.608
H 4.160 -4.678 0.884 0.468
H 2.452 -4.484 0.706 0.046
H 3.122 -5.563 2.021 0.371
H 2.403 -3.651 3.260 0.297
H 4.223 -3.828 3.506 0.330
H 2.896 0.522 2.672 -0.142
H 4.106 0.067 1.343 0.143
H 4.617 0.494 3.079 0.466
C 0.070 -2.364 -0.772 -0.435
C 0.388 -1.307 0.279 -0.405
O -0.277 -0.100 -0.241 0.125
C 0.162 1.131 0.214 0.058
C -0.578 2.317 -0.345 -0.341
O 1.004 1.328 1.021 -0.368
H 0.208 -3.321 -0.178 -0.296
H 0.714 -2.150 -1.611 0.267
H -0.864 -2.191 -1.013 0.274
H -0.019 -1.420 1.322 -0.056
H 1.371 -1.199 0.533 0.663
H -0.729 2.339 -1.471 -0.298
H -0.035 3.236 -0.149 0.097
H -1.535 2.380 0.188 0.469
C -1.887 1.588 -4.108 -1.372
C -0.800 0.594 -3.796 0.376
O 0.419 1.352 -3.409 -0.092
C 1.559 0.712 -3.145 0.905
C 2.593 1.535 -2.532 -1.188
O 1.637 -0.517 -3.380 -0.705
H -2.233 2.378 -3.334 0.218
H -2.790 0.936 -4.126 0.438
H -1.780 1.927 -5.080 0.419
H -1.100 -0.073 -2.897 -0.350
H -0.571 -0.138 -4.621 0.528
H 2.915 2.141 -3.337 0.470
H 3.494 0.929 -2.213 0.258
H 2.277 2.262 -1.764 0.237
C -0.389 5.341 -4.242 -1.109
C 0.832 5.015 -3.402 0.231
O 1.501 6.138 -3.009 -0.336
C 2.504 6.106 -2.126 0.927
C 2.996 7.585 -1.804 -1.505
O 2.861 5.100 -1.525 -0.570
H -1.144 6.089 -3.610 0.251
H -0.973 4.480 -4.380 0.234
H -0.184 5.704 -5.257 0.355
H 0.242 4.701 -2.532 -0.278
H 1.284 4.199 -3.590 0.584
H 3.565 7.471 -2.541 0.656
H 3.196 7.680 -0.713 0.275
H 2.380 8.376 -2.226 0.327
C -1.064 -4.325 3.120 -0.834
C -2.004 -4.437 1.933 0.077
O -2.473 -3.094 1.657 -0.220
C -3.555 -2.854 0.906 0.859
C -3.958 -1.481 0.773 -0.724
O -4.301 -3.714 0.508 -0.575
H -0.172 -3.800 2.809 -0.047
H -0.596 -5.326 3.274 0.377
H -1.365 -3.835 4.211 0.248
H -1.359 -4.636 1.012 -0.144
H -2.866 -5.128 1.817 0.480
H -3.147 -1.227 0.262 -0.090
H -4.219 -1.052 1.782 0.256
H -4.869 -1.295 0.256 0.335
C -0.872 5.678 2.674 -1.058
C -1.184 6.315 1.287 0.497
C -0.210 6.289 0.153 -0.933
O -2.388 6.968 1.107 -0.608
H -0.897 4.698 2.673 0.296
H -1.578 5.985 3.511 0.279
H -0.002 6.084 3.199 0.498
H 0.598 5.746 0.285 0.412
H 0.429 7.323 0.258 0.299
H -0.543 6.183 -0.802 0.278
C 2.547 -6.347 -4.836 -1.414
C 1.498 -5.724 -3.765 0.653
C 1.991 -4.783 -2.766 -0.301
O 0.329 -5.991 -3.916 -0.495
H 3.305 -6.719 -4.192 0.403
H 2.893 -5.592 -5.636 0.264
H 2.113 -7.018 -5.328 0.485
H 3.068 -5.181 -2.572 0.301
H 1.284 -4.703 -1.901 -0.116
H 2.250 -3.786 -3.136 0.241
C -4.578 -6.304 -1.977 -1.164
C -3.261 -6.593 -1.235 0.832
C -1.979 -5.926 -1.762 -0.420
O -3.276 -7.166 -0.126 -0.601
H -5.040 -5.537 -1.439 0.264
H -5.195 -7.068 -1.638 0.427
H -4.337 -6.095 -3.133 0.270
H -1.883 -5.017 -1.364 -0.244
H -1.998 -5.891 -2.847 0.455
H -1.004 -6.644 -1.739 0.211



(4)
49
Properties=species:S:1:pos:R:3:mulliken_charge:R:1 method="wB97M-V/def2-TZVPD" smiles="O=C(Cn1ncc(Cl)c(Cl)c1=O)N1CCN(S(=O)(=O)c2ccc3ccccc3c2)CC1" homo_energy_ev=-8.8 lumo_energy_ev=-0.53 orbital_gap_ev=8.295 energy_ev=-71062.45462
O 2.781 -3.096 1.996 -0.695
C 2.971 -2.478 0.972 1.039
C 4.412 -2.175 0.525 -0.963
N 4.671 -0.787 0.196 0.924
N 5.398 -0.583 -0.884 -1.138
C 5.716 0.617 -1.238 -0.382
C 5.311 1.755 -0.492 0.498
Cl 5.772 3.323 -1.007 -0.170
C 4.547 1.553 0.622 0.197
Cl 3.972 2.831 1.599 -0.121
C 4.164 0.203 1.033 0.246
O 3.462 -0.068 1.981 -0.627
N 1.970 -2.110 0.146 0.046
C 2.054 -1.457 -1.140 -0.802
C 1.469 -0.040 -1.045 -0.754
N 0.125 -0.069 -0.514 0.001
S -1.080 -0.443 -1.634 1.509
O -0.698 0.178 -2.869 -0.793
O -1.378 -1.851 -1.658 -0.702
C -2.451 0.436 -0.908 -0.295
C -2.365 1.832 -0.845 -0.578
C -3.387 2.542 -0.281 -1.077
C -4.524 1.881 0.238 0.978
C -5.594 2.588 0.825 -0.744
C -6.684 1.924 1.317 -0.530
C -6.756 0.524 1.245 -0.542
C -5.736 -0.192 0.682 -0.704
C -4.599 0.463 0.165 0.633
C -3.528 -0.244 -0.423 -0.224
C 0.021 -0.795 0.735 -0.894
C 0.601 -2.208 0.620 -0.961
H 4.685 -2.774 -0.346 0.413
H 5.040 -2.468 1.373 0.377
H 6.310 0.716 -2.131 0.415
H 3.074 -1.433 -1.517 0.547
H 1.435 -2.027 -1.845 0.449
H 1.412 0.415 -2.034 0.520
H 2.076 0.588 -0.387 0.218
H -1.489 2.308 -1.255 0.445
H -3.343 3.619 -0.224 0.388
H -5.536 3.665 0.879 0.386
H -7.498 2.473 1.765 0.389
H -7.625 0.018 1.639 0.392
H -5.784 -1.269 0.622 0.423
H -3.555 -1.320 -0.499 0.519
H -1.035 -0.836 1.007 0.462
H 0.572 -0.236 1.498 0.462
H 0.615 -2.702 1.591 0.473
H 0.009 -2.789 -0.093 0.349



(5)
65
Properties=species:S:1:pos:R:3:mulliken_charge:R:1 method="wB97M-V/def2-TZVPD" homo_energy_ev=-11.4 lumo_energy_ev=-2.02 orbital_gap_ev=9.364 energy_ev=-127665.36130 charge=+1
Zn -0.056 0.447 0.253 2.074
C 0.046 -3.972 2.383 -1.772
C 0.031 -2.629 1.671 0.786
O -0.120 -1.460 2.578 -0.474
P 1.571 -2.359 0.580 0.351
O 2.819 -2.787 1.450 -0.535
O 1.578 -3.304 -0.617 -0.509
O 1.672 -0.900 0.244 -0.565
P -1.386 -2.431 0.459 0.606
O -2.730 -2.866 1.185 -0.564
O -1.071 -3.264 -0.738 -0.995
O -1.453 -0.886 0.283 -0.221
H 0.980 -4.121 2.908 0.493
H 0.001 -4.837 1.703 0.399
H -0.820 -3.978 3.057 0.451
H 0.259 -1.767 3.438 0.322
H 3.482 -3.275 0.939 0.353
H 0.687 -3.468 -1.047 0.437
H -2.950 -3.802 0.995 0.400
S -4.033 2.757 0.897 -0.168
C -2.857 3.984 0.794 -0.255
C -1.638 3.374 0.649 -0.717
N -1.694 2.002 0.636 0.258
C -2.901 1.536 0.797 -0.281
H -3.059 5.032 0.683 0.435
H -0.693 3.938 0.692 0.257
H -3.117 0.476 0.843 0.365
C 3.075 4.410 1.061 -1.482
C 2.469 3.381 2.141 0.877
C 1.601 4.138 3.171 -1.101
C 3.549 2.458 2.780 -1.408
N 1.597 2.587 1.232 -0.064
N 1.004 1.335 1.722 -0.126
H 3.752 5.222 1.506 0.335
H 2.176 4.773 0.598 0.425
H 3.687 3.884 0.346 0.384
H 2.140 4.748 3.962 0.359
H 0.920 3.400 3.657 0.293
H 0.877 4.831 2.596 0.251
H 4.156 2.914 3.541 0.426
H 4.205 1.979 1.920 0.244
H 3.035 1.620 3.231 0.384
H 2.024 2.384 0.310 0.121
H 0.431 1.619 2.491 0.317
H 1.745 0.646 2.038 0.195
C -3.969 -3.139 -3.823 -1.574
C -2.925 -2.164 -3.746 1.126
C -1.685 -2.490 -4.248 -0.884
C -0.501 -1.725 -3.980 -0.862
C -0.740 -0.652 -3.137 1.070
C -1.988 -0.335 -2.606 -0.505
C -3.097 -1.055 -2.896 -0.794
S 0.560 0.562 -2.979 0.108
C 2.054 -0.332 -3.008 -0.843
O 0.393 1.136 -1.570 -0.628
H -3.558 -4.073 -4.156 0.430
H -4.864 -2.866 -4.395 0.334
H -4.411 -3.385 -2.841 0.342
H -1.587 -3.423 -4.861 0.257
H 0.473 -1.963 -4.365 0.298
H -2.065 0.548 -1.949 0.324
H -4.090 -0.958 -2.485 0.432
H 2.024 -1.067 -2.192 0.165
H 2.788 0.451 -2.793 0.361
H 2.199 -0.838 -3.990 0.485



(6)
12
Properties=species:S:1:pos:R:3:mulliken_charge:R:1 method="wB97M-V/def2-TZVPD" smiles="C#[N+]C=C=CC" homo_energy_ev=-14.6 lumo_energy_ev=-5.09 de_lowest_kj_mol=383.2 orbital_gap_ev=9.508 energy_ev=-6761.20621 charge=+1
C 2.999 0.840 -0.034 0.048
N 2.240 -0.019 0.014 0.067
C 1.208 -0.843 0.263 -0.305
C 0.057 -0.573 -0.322 -0.003
C -1.155 -0.310 -0.599 0.016
C -2.162 0.256 0.244 -1.019
H 3.873 1.449 -0.133 0.427
H 1.417 -1.565 0.989 0.414
H -1.360 -0.501 -1.627 0.349
H -2.948 -0.502 0.354 0.306
H -2.615 1.115 -0.161 0.349
H -1.553 0.653 1.013 0.351



(7)
26
Properties=species:S:1:pos:R:3:mulliken_charge:R:1 method="wB97M-V/def2-TZVPD" homo_energy_ev="-8.2 / -8.2" lumo_energy_ev="-0.80 / -0.80" de_lowest_kj_mol=561.8 orbital_gap_ev="7.446 / 7.448" energy_ev=-16624.23321
C -2.825 1.167 -0.664 0.033
C 4.257 -0.122 -0.089 -0.261
C 3.810 1.146 0.287 -0.547
C 3.412 -1.102 -0.519 -0.796
C 2.421 1.452 0.242 -0.244
C 2.061 -0.828 -0.450 -0.299
C 1.529 0.472 -0.067 0.541
C 0.108 0.635 -0.150 -0.345
C -2.691 0.067 1.509 -1.215
C -3.373 -1.241 -0.709 -1.228
C -2.809 -0.092 0.057 1.276
N -3.053 2.234 -1.052 -0.530
N -0.750 -0.231 -0.634 0.216
O -0.542 -1.394 -1.067 -0.679
H 5.306 -0.300 -0.208 0.360
H 4.540 1.889 0.605 0.367
H 3.799 -2.101 -0.573 0.351
H 2.160 2.497 0.713 0.202
H 1.365 -1.612 -0.386 0.438
H -0.313 1.661 -0.027 0.333
H -1.766 0.615 1.798 0.270
H -3.442 0.815 1.867 0.353
H -2.795 -0.794 2.134 0.412
H -3.938 -1.078 -1.582 0.353
H -3.950 -1.929 0.023 0.296
H -2.521 -1.826 -1.060 0.341



(8)
14
Properties=species:S:1:pos:R:3:mulliken_charge:R:1 method="wB97M-V/def2-TZVPD" homo_energy_ev=-15.3 lumo_energy_ev=-10.00 de_lowest_kj_mol=733.7 orbital_gap_ev=5.295 energy_ev=-5760.07810 charge=+1
C 2.121 -0.660 0.590 -0.613
N 1.460 0.474 0.106 -0.088
C -2.858 0.482 0.403 -0.670
H 3.030 -0.854 -0.006 0.334
H 1.479 -1.533 0.520 0.283
H 2.428 -0.562 1.644 0.335
H -1.909 0.310 -0.153 0.101
H -0.535 -1.071 -1.392 0.340
H -2.576 1.002 1.308 0.288
H -3.543 1.089 -0.178 0.286
H -3.299 -0.481 0.638 0.286
H 1.944 1.369 0.178 0.275
H 0.480 0.456 -0.240 0.408
O -0.509 -0.164 -1.030 -0.565



(9)
72
Properties=species:S:1:pos:R:3:mulliken_spin:R:1 method="wB97M-V/def2-TZVPD" homo_energy_ev="-11.2 / -14.4" lumo_energy_ev="-5.11 / -5.54" de_lowest_kj_mol=0.0 spin_multiplicity=3 orbital_gap_ev="6.091 / 8.823" energy_ev=-66072.93595 charge=+2
Ti -0.224 0.223 -0.648 1.054
C 0.378 -4.161 -0.304 0.001
C 0.076 -2.705 -0.162 0.006
N 0.545 -1.781 -0.911 0.002
C 1.433 -2.004 -2.050 0.009
C 1.280 -0.853 -3.044 0.001
N 1.336 0.433 -2.315 0.002
C 1.142 1.662 -3.116 0.034
C -0.336 1.970 -3.261 -0.006
N -0.990 1.951 -1.941 0.018
C -1.085 3.225 -1.187 0.024
C -0.858 2.990 0.314 0.012
N -1.138 1.601 0.645 0.101
C -1.776 1.194 1.721 0.117
C -2.436 2.110 2.701 -0.002
C -1.737 -0.233 1.876 0.282
C -2.268 -1.001 2.933 -0.031
C -2.074 -2.354 2.965 0.119
C -1.313 -2.980 1.944 -0.002
C -0.816 -2.209 0.934 0.139
N -1.046 -0.863 0.875 0.112
H 1.365 -4.380 0.111 0.005
H 0.389 -4.458 -1.352 0.002
H -0.346 -4.780 0.216 0.000
H 1.232 -2.950 -2.554 -0.001
H 2.462 -2.045 -1.678 0.000
H 0.313 -0.917 -3.544 0.000
H 2.059 -0.915 -3.808 0.000
H 2.239 0.496 -1.855 0.005
H 1.628 1.588 -4.092 0.001
H 1.630 2.470 -2.567 -0.007
H -0.819 1.201 -3.867 -0.001
H -0.478 2.920 -3.781 -0.001
H -1.942 1.613 -2.052 -0.017
H -2.074 3.655 -1.356 -0.002
H -0.359 3.941 -1.575 -0.008
H -1.437 3.699 0.908 0.004
H 0.199 3.165 0.548 0.000
H -1.702 2.726 3.224 0.014
H -2.998 1.563 3.453 -0.002
H -3.127 2.792 2.203 0.014
H -2.818 -0.519 3.729 0.001
H -2.472 -2.947 3.775 0.004
H -1.124 -4.042 1.987 -0.005
C -4.192 -2.782 -3.433 0.000
O -2.924 -2.294 -2.944 0.002
C -2.836 -1.138 -2.310 0.004
O -1.720 -0.716 -2.024 0.011
N -3.977 -0.470 -2.041 0.001
N -3.898 0.805 -1.467 0.004
H -3.954 -3.672 -4.003 0.000
H -4.658 -2.043 -4.084 0.000
H -4.841 -3.051 -2.600 0.000
H -4.872 -0.923 -2.134 0.000
H -4.097 0.756 -0.473 0.005
H -4.577 1.405 -1.919 0.000
N 1.536 0.621 0.601 -0.114
C 2.448 0.700 1.313 0.081
N 3.451 0.819 2.133 0.005
C 3.682 2.110 2.823 0.002
C 4.367 1.822 4.145 0.000
O 5.540 1.065 3.939 0.000
C 5.242 -0.208 3.407 0.000
C 4.623 -0.077 2.028 0.002
H 2.719 2.596 2.975 -0.001
H 4.311 2.742 2.192 0.000
H 3.682 1.286 4.814 0.000
H 4.664 2.754 4.622 0.000
H 4.559 -0.748 4.074 0.000
H 6.178 -0.760 3.345 0.000
H 4.288 -1.044 1.655 -0.001
H 5.340 0.355 1.325 0.000



(10)
59
Properties=species:S:1:pos:R:3:mulliken_charge:R:1 method="wB97M-V/def2-TZVPD" smiles="C[C@H]1COC(=O)O1.C[C@H]1COC(=O)O1.C[C@H]1COC(=O)O1.O=C1OCCO1.O=C1OCCO1" homo_energy_ev=-10.8 lumo_energy_ev=-0.16 de_lowest_kj_mol=318.9 orbital_gap_ev=10.645 energy_ev=-49798.08836
C 3.276 8.125 1.896 -1.428
C 3.918 9.227 1.028 0.402
C 3.604 9.120 -0.484 -0.395
O 3.140 10.368 -0.788 -0.323
C 3.122 11.174 0.362 0.633
O 2.768 12.331 0.362 -0.541
O 3.333 10.439 1.405 -0.323
H 3.800 7.184 1.726 0.400
H 2.278 7.796 1.608 0.371
H 3.307 8.201 2.982 0.344
H 4.988 9.400 1.139 0.306
H 2.935 8.298 -0.741 0.285
H 4.476 8.796 -1.051 0.270
C -6.421 -2.922 -2.447 -1.366
C -7.649 -3.092 -1.559 0.352
C -7.845 -4.452 -0.975 -0.364
O -7.618 -4.275 0.365 -0.299
C -7.533 -2.984 0.631 0.661
O -7.329 -2.537 1.768 -0.591
O -7.485 -2.222 -0.442 -0.322
H -6.454 -3.633 -3.272 0.384
H -5.517 -3.115 -1.869 0.335
H -6.437 -1.918 -2.870 0.347
H -8.582 -2.867 -2.075 0.281
H -7.069 -5.101 -1.381 0.283
H -8.862 -4.706 -1.274 0.299
C -0.018 -5.306 -1.438 -1.250
C 0.206 -5.704 -2.928 0.421
C 1.197 -4.773 -3.686 -0.491
O 1.869 -5.739 -4.511 -0.320
C 1.719 -6.959 -3.981 0.623
O 2.346 -7.887 -4.356 -0.506
O 0.920 -6.936 -2.859 -0.352
H 0.885 -4.790 -1.113 0.303
H -0.171 -6.139 -0.752 0.325
H -0.806 -4.581 -1.237 0.326
H -0.747 -5.755 -3.455 0.302
H 1.945 -4.273 -3.071 0.313
H 0.623 -4.033 -4.243 0.306
O 2.693 -2.356 3.877 -0.570
C 3.822 -2.468 4.339 0.719
O 4.724 -3.155 3.748 -0.326
C 5.909 -3.294 4.499 -0.308
C 5.721 -2.189 5.562 -0.193
O 4.346 -1.969 5.519 -0.333
H 6.116 -4.305 4.850 0.242
H 6.723 -3.209 3.779 0.250
H 6.283 -1.301 5.274 0.236
H 6.080 -2.500 6.544 0.283
O -2.225 4.691 -1.298 -0.589
C -1.757 3.631 -0.898 0.727
O -1.019 3.411 0.164 -0.340
C -0.681 2.071 0.282 -0.288
C -1.434 1.458 -0.844 -0.199
O -1.925 2.557 -1.549 -0.323
H 0.366 1.770 0.327 0.261
H -0.983 1.731 1.273 0.248
H -2.217 0.774 -0.516 0.263
H -0.654 0.889 -1.350 0.240



Sequential strongest force on any atom output: 3.99, 2.54, 8.90, 1.17, 3.12, 3.38, 3.99, 1.40, 0.65, 6.07 eV/Å